# 1
C4H8FN | ωB97M-V/def2-TZVPD

Last column: Mulliken charge in e.
Cartesian coordinates (Å):
1 C -1.798 -0.104 0.340  -0.668
2 C 0.384 -0.996 -0.339  -0.611
3 C 1.495 0.000 -0.399  0.297
4 C 0.361 1.014 -0.122  -0.613
5 H -2.356 -1.152 0.409  0.213
6 H -2.387 0.669 0.095  0.304
7 H -1.174 0.037 1.426  0.224
8 H 0.357 -1.034 0.868  0.254
9 H 0.539 -1.982 -0.895  0.298
10 H 1.910 0.336 -1.449  0.280
11 H 0.308 1.268 0.929  0.352
12 H 0.448 2.060 -0.751  0.243
13 N -0.597 0.020 -0.590  -0.269
14 F 2.509 -0.136 0.477  -0.304

Results
HOMO level: -9.33 eV
gap between HOMO and LUMO: 10.448 eV
charge: 0
energy relative to the best compared isomer or geometry (same formula, charge and spin): 283.5 kJ/mol

***

# 2
C4H8FNO2 | ωB97M-V/def2-TZVPD

Last column: Mulliken charge in e.
Cartesian coordinates (Å):
1 C -0.063 -1.161 -1.558  -1.270
2 C 0.314 0.105 -0.929  -0.181
3 N -0.552 1.155 -1.025  0.659
4 O -1.724 1.203 -1.456  -0.626
5 O -0.093 2.348 -0.232  -0.465
6 H 0.395 -1.977 -1.070  0.432
7 H 0.108 -1.196 -2.580  0.378
8 H -1.044 -1.463 -1.269  0.390
9 H 1.414 0.302 -0.767  0.322
10 H -0.784 3.016 -0.270  0.347
11 C -1.489 -1.880 1.107  -0.834
12 C -0.681 -0.845 1.370  0.219
13 F 0.586 -1.015 1.637  -0.253
14 H -1.143 -2.933 1.018  0.313
15 H -2.576 -1.742 1.006  0.262
16 H -1.098 0.213 1.347  0.307

Results
SMILES: C/C=[N+](\[O-])O.C=CF
HOMO level: -9.00 eV
gap between HOMO and LUMO: 9.621 eV
charge: 0
energy relative to the best compared isomer or geometry (same formula, charge and spin): 520.9 kJ/mol

***

# 3
C4H8GaO3 | ωB97M-V/def2-TZVPD

Last column: Löwdin spin population.
Cartesian coordinates (Å):
1 C 1.618 3.275 0.250  0.000
2 C 1.001 2.360 -0.783  0.000
3 O 1.459 1.040 -0.526  0.003
4 H 1.601 4.320 -0.087  0.000
5 H 1.084 3.198 1.208  0.000
6 H 2.663 2.981 0.413  0.000
7 H 1.295 2.651 -1.805  0.000
8 H -0.098 2.362 -0.721  0.000
9 O -0.865 -1.137 -0.211  0.163
10 Ga 0.511 -0.293 0.292  0.010
11 O 1.642 0.846 0.915  0.001
12 C -2.098 -0.989 -0.063  0.287
13 C -3.024 -1.825 -0.737  0.491
14 H -4.084 -1.577 -0.731  0.019
15 H -2.480 -0.232 0.640  0.008
16 H -2.676 -2.744 -1.210  0.017

Results
HOMO level (spin up / spin down): -19.40 / -19.40 eV
gap between HOMO and LUMO (spin up / spin down): 8.785 / 6.998 eV
2S+1: 2
charge: +2
energy relative to the best compared isomer or geometry (same formula, charge and spin): 134.1 kJ/mol

***

# 4
C4H8IN2 | ωB97M-V/def2-TZVPD

Last column: Mulliken charge in e.
Cartesian coordinates (Å):
1 C -1.066 1.338 -0.001  -0.931
2 N 0.087 0.508 -0.009  0.027
3 C 1.324 0.839 0.068  0.007
4 N 2.172 -0.148 0.071  -0.360
5 I 4.199 0.084 -0.017  0.379
6 C 1.440 -1.388 0.143  -0.544
7 C -0.047 -0.967 -0.132  -0.567
8 H -1.274 1.770 -0.916  0.382
9 H -1.037 2.022 0.824  0.404
10 H -2.029 0.761 0.020  0.326
11 H 1.485 1.943 -0.087  0.437
12 H 1.405 -1.717 1.224  0.291
13 H 1.801 -2.266 -0.424  0.408
14 H -0.339 -1.110 -1.135  0.373
15 H -0.769 -1.394 0.589  0.368

Results
SMILES: C[N+]1=CN(I)CC1
HOMO level: -13.36 eV
gap between HOMO and LUMO: 8.752 eV
charge: +1
energy relative to the best compared isomer or geometry (same formula, charge and spin): 134.7 kJ/mol

***

# 5
C4H8IN2 | ωB97M-V/def2-TZVPD

Last column: Mulliken charge in e.
Cartesian coordinates (Å):
1 C -1.802 0.810 -0.766  -0.017
2 C 0.039 -2.725 0.017  -0.141
3 C 0.550 1.008 -0.936  -0.799
4 C -0.548 0.210 1.115  -1.183
5 N 0.335 -3.754 0.438  -0.126
6 N -0.626 0.712 -0.225  0.217
7 I -3.526 -0.006 -0.028  0.298
8 H -1.903 1.198 -1.854  0.339
9 H 1.248 1.734 -0.355  0.334
10 H 0.306 1.671 -1.851  0.293
11 H 1.104 -0.005 -0.946  0.326
12 H -0.771 -0.809 1.222  0.422
13 H -1.295 0.538 1.939  0.425
14 H 0.563 0.439 1.546  0.294
15 H 0.744 -4.678 0.649  0.316

Results
HOMO level: -14.31 eV
gap between HOMO and LUMO: 9.634 eV
charge: +1
energy relative to the best compared isomer or geometry (same formula, charge and spin): 323.1 kJ/mol

***

# 6
C4H8IN2O | ωB97M-V/def2-TZVPD

Last column: Löwdin spin population.
Cartesian coordinates (Å):
1 C 2.236 -1.518 -0.086  0.028
2 C 0.750 -1.457 0.205  0.010
3 C 1.187 0.865 -0.417  0.261
4 C -1.040 0.283 0.066  0.016
5 N 2.732 -0.222 -0.022  0.464
6 N 0.349 0.022 0.311  0.025
7 O 2.904 -2.465 -0.232  0.085
8 I 4.635 0.409 0.032  1.077
9 H 0.146 -1.711 -0.683  0.001
10 H 0.548 -2.111 1.108  0.002
11 H 1.337 1.835 -0.084  0.015
12 H 1.130 0.843 -1.514  0.010
13 H -1.418 -0.207 -0.784  0.000
14 H -1.555 -0.296 0.713  0.002
15 H -1.205 1.303 0.144  0.002
16 H 0.559 0.104 1.270  0.001

Results
HOMO level (spin up / spin down): -10.31 / -13.67 eV
gap between HOMO and LUMO (spin up / spin down): 6.479 / 6.842 eV
2S+1: 3
charge: +1

***

# 7
C4H8LiO3Sm | ωB97M-V/def2-TZVPD

Last column: Löwdin spin population.
Cartesian coordinates (Å):
1 C 1.668 0.436 1.100  0.032
2 C 1.296 -0.238 -0.243  0.079
3 C -0.155 -0.475 -0.366  0.473
4 C -0.863 -1.472 0.362  0.111
5 O -2.091 -1.645 0.263  0.247
6 O 3.011 0.721 1.183  -0.018
7 Sm 5.432 0.559 0.551  6.034
8 Li -3.479 -0.586 -0.432  -0.001
9 H 1.369 -0.244 1.919  0.000
10 H 1.050 1.349 1.205  0.002
11 H 1.863 -1.173 -0.355  0.020
12 H 1.611 0.452 -1.046  0.000
13 H -0.712 0.047 -1.152  0.021
14 H -0.284 -2.113 1.052  0.000
15 O -3.328 1.155 -1.128  0.000
16 H -3.897 1.567 -1.787  0.000
17 H -2.492 1.660 -1.124  0.000

Results
HOMO level (spin up / spin down): -14.85 / -15.10 eV
gap between HOMO and LUMO (spin up / spin down): 6.805 / 7.203 eV
2S+1: 8
charge: +2
energy relative to the best compared isomer or geometry (same formula, charge and spin): 0.0 kJ/mol

***

# 8
C4H8MgO3 | ωB97M-V/def2-TZVPD

Last column: Mulliken charge in e.
Cartesian coordinates (Å):
1 O -1.879 0.426 0.496  -0.272
2 Mg 0.089 0.660 0.779  0.967
3 O 0.970 -1.034 0.525  -0.883
4 C 2.043 -0.741 -0.329  -0.253
5 C 2.546 0.707 -0.176  -0.260
6 O 1.513 1.639 -0.027  -0.778
7 H 1.733 -0.884 -1.388  0.211
8 H 2.893 -1.428 -0.141  0.278
9 H 3.165 0.952 -1.064  0.303
10 H 3.219 0.736 0.711  0.211
11 C -2.680 0.405 -0.695  -0.199
12 C -2.639 -0.800 0.135  -0.258
13 H -2.154 0.407 -1.651  0.237
14 H -3.551 1.060 -0.631  0.235
15 H -3.550 -1.019 0.696  0.213
16 H -2.079 -1.729 0.037  0.250

Results
HOMO level: -7.65 eV
gap between HOMO and LUMO: 7.322 eV
charge: 0
energy relative to the best compared isomer or geometry (same formula, charge and spin): 0.0 kJ/mol